Record 1
{
  "formula": "C5H9IN",
  "method": "ωB97M-V with the def2-TZVPD basis set",
  "e_above_lowest_kj_mol": 544.7,
  "orbital_gap_ev": [3.86, 4.23],
  "mol_weight_da": 210.04,
  "total_charge": 1,
  "multiplicity": 1,
  "elements": ["C", "C", "C", "C", "C", "N", "I", "H", "H", "H", "H", "H", "H", "H", "H", "H"],
  "positions_angstrom": [[-3.124, -1.871, 0.958], [0.375, -0.827, -0.791], [-0.075, 1.671, -0.373], [-1.305, -0.066, 1.044], [-0.634, 0.238, -0.296], [-2.323, -1.042, 0.952], [2.383, -1.878, 1.775], [0.579, -0.691, -1.923], [1.410, -0.696, -0.341], [0.022, -1.773, -0.478], [0.411, 1.809, -1.324], [0.449, 2.158, 0.437], [-0.925, 2.256, -0.355], [-0.550, -0.593, 1.587], [-1.637, 0.696, 1.631], [-1.298, 0.230, -1.157]],
  "atomic_forces_ev_per_a": [[-1.147, -1.185, -0.072], [0.086, 1.420, -0.799], [0.179, -1.057, -0.032], [0.847, -2.863, -2.242], [1.782, 1.025, 0.039], [0.602, 0.926, -0.201], [-0.254, 0.190, -0.420], [-0.231, -0.679, 1.803], [0.026, 0.344, 0.308], [-0.430, -1.395, -0.413], [0.385, 0.224, -0.167], [0.908, -0.770, 0.498], [-2.025, 1.569, -0.487], [1.027, -0.098, 0.938], [-0.832, 2.606, 1.180], [-0.925, -0.258, 0.066]]
}

Record 2
{
  "formula": "C5H9IN",
  "method": "ωB97M-V with the def2-TZVPD basis set",
  "e_above_lowest_kj_mol": 307.7,
  "orbital_gap_ev": [8.18, 6.88],
  "mol_weight_da": 210.04,
  "total_charge": 1,
  "multiplicity": 1,
  "elements": ["C", "C", "C", "C", "C", "N", "I", "H", "H", "H", "H", "H", "H", "H", "H", "H"],
  "positions_angstrom": [[-1.399, -0.794, 0.025], [-0.172, -1.274, 0.446], [-1.561, 0.676, 0.388], [-0.176, 1.080, 0.759], [2.087, -0.183, -1.414], [0.482, -0.189, 0.890], [0.425, -1.020, -2.378], [-2.298, -1.291, -0.243], [0.090, -2.270, 0.398], [-2.129, 1.226, -0.491], [-2.127, 0.903, 1.345], [0.283, 1.668, 0.002], [-0.123, 1.661, 1.660], [2.219, 0.901, -1.423], [2.931, -0.775, -1.122], [1.467, -0.320, 1.157]],
  "atomic_forces_ev_per_a": [[-1.090, 1.004, 1.224], [-2.686, 3.723, 0.214], [-2.211, 0.508, -0.871], [0.305, 0.418, -0.415], [-1.224, 0.265, -0.634], [3.121, -2.437, 0.542], [1.782, 0.819, 0.022], [-0.145, -0.951, -0.459], [1.257, -1.687, 0.271], [1.453, -0.766, 1.844], [-0.253, -0.998, -1.304], [0.655, 0.447, -0.807], [0.095, 0.057, 0.592], [-0.344, -0.385, -0.205], [0.021, -0.585, -0.071], [-0.734, 0.569, 0.058]]
}

Record 3
{
  "formula": "C5H9IN2O2",
  "method": "ωB97M-V with the def2-TZVPD basis set",
  "e_above_lowest_kj_mol": 192.3,
  "orbital_gap_ev": 8.09,
  "mol_weight_da": 256.04,
  "total_charge": 0,
  "multiplicity": 1,
  "elements": ["C", "C", "C", "C", "C", "N", "N", "O", "O", "I", "H", "H", "H", "H", "H", "H", "H", "H", "H"],
  "positions_angstrom": [[1.820, 0.357, 0.577], [-2.268, -0.383, 0.614], [-1.340, -1.161, -0.272], [-0.788, -0.359, -1.420], [0.035, 0.819, -0.923], [1.491, -0.250, 1.611], [2.953, 0.929, 0.113], [-3.352, -0.154, 0.151], [-1.998, 0.046, 1.892], [0.907, 1.951, -2.444], [-1.961, -2.006, -0.785], [-0.470, -1.578, 0.296], [-0.148, -0.986, -1.998], [-1.676, -0.092, -1.983], [-0.406, 1.475, -0.247], [-1.486, -0.560, 2.386], [1.887, -0.097, 2.559], [3.091, 1.033, -0.920], [3.708, 1.016, 0.794]],
  "atomic_forces_ev_per_a": [[-1.406, -0.221, -1.377], [-1.450, -0.267, -0.076], [0.921, -2.523, 0.638], [0.263, 0.954, 0.961], [2.596, -1.655, 0.234], [-0.705, 0.904, 0.639], [-0.500, 0.036, -0.652], [-0.120, 0.740, 0.236], [-0.980, 0.685, -1.610], [0.062, 0.135, -0.318], [1.040, 1.333, 1.370], [-0.804, 0.083, -0.339], [0.276, -0.511, -0.647], [0.149, 0.651, -0.540], [-0.852, 0.969, 1.147], [1.465, -1.029, 0.546], [0.280, -0.307, -1.152], [-0.165, 0.147, 1.703], [-0.071, -0.126, -0.764]]
}

Record 4
{
  "formula": "C5H9MgO3",
  "method": "ωB97M-V with the def2-TZVPD basis set",
  "orbital_gap_ev": 8.03,
  "mol_weight_da": 141.43,
  "total_charge": 3,
  "multiplicity": 1,
  "elements": ["H", "O", "O", "O", "C", "C", "C", "C", "C", "H", "H", "H", "H", "H", "H", "H", "H", "Mg"],
  "positions_angstrom": [[1.263, 0.129, 1.011], [0.319, 0.752, -0.445], [-0.950, 0.066, 1.309], [-0.014, -1.465, -0.128], [1.399, 1.450, -0.069], [-1.951, -0.672, 1.509], [1.372, 2.900, -0.286], [-2.871, -0.381, 2.584], [0.141, -0.364, 0.420], [2.345, 0.938, -0.285], [-2.061, -1.560, 0.870], [1.591, 3.385, 0.677], [2.210, 3.157, -0.954], [0.424, 3.245, -0.708], [-3.878, -0.329, 2.131], [-2.906, -1.277, 3.229], [-2.616, 0.522, 3.143], [0.572, -2.932, -1.168]],
  "atomic_forces_ev_per_a": [[-2.535, -3.453, 0.858], [-0.739, 1.748, -0.349], [0.938, 0.165, 0.015], [0.089, -3.187, -1.601], [-1.213, 1.585, -4.497], [-0.471, -0.610, 0.416], [-0.334, -1.157, 0.131], [-0.048, 0.298, -0.391], [4.124, 4.209, 2.239], [0.288, -0.345, 1.697], [-0.047, 0.257, 0.290], [0.149, 0.336, 0.133], [0.225, -0.009, 0.288], [-0.016, -0.069, 0.388], [-0.011, -0.009, 0.206], [-0.045, 0.045, -0.049], [-0.106, -0.185, -0.083], [-0.249, 0.380, 0.311]]
}

Record 5
{
  "formula": "C5H9MgO4",
  "method": "ωB97M-V with the def2-TZVPD basis set",
  "orbital_gap_ev": 4.75,
  "mol_weight_da": 157.43,
  "total_charge": 1,
  "multiplicity": 1,
  "elements": ["C", "O", "C", "C", "O", "C", "C", "O", "O", "H", "H", "H", "H", "H", "H", "H", "H", "H", "Mg"],
  "positions_angstrom": [[-2.337, -0.160, -0.501], [-1.151, -0.919, -1.012], [-0.582, -1.740, 0.095], [1.079, -1.552, 0.029], [1.495, -0.197, -0.364], [1.227, 0.800, 0.683], [0.728, 2.178, -0.116], [1.014, 2.236, -1.441], [-0.026, 3.280, 0.528], [-3.135, -0.950, -0.170], [-2.046, 0.585, 0.381], [-2.683, 0.526, -1.401], [-0.901, -2.885, 0.021], [-0.882, -1.300, 1.164], [1.419, -2.277, -0.856], [1.600, -1.969, 0.995], [2.177, 1.036, 1.356], [0.363, 0.523, 1.424], [2.641, 2.785, -0.815]],
  "atomic_forces_ev_per_a": [[0.121, 0.376, -0.604], [-0.563, -0.240, 2.998], [0.899, 1.060, 0.605], [-0.740, -2.525, -1.288], [-0.548, 0.357, 2.634], [-0.696, 0.375, -0.317], [-5.328, 4.249, 2.131], [-0.099, -0.040, 2.935], [5.531, -7.055, -3.687], [1.279, 1.827, -0.580], [-0.538, -1.736, -1.638], [0.541, -1.716, 1.904], [0.829, 2.519, 0.130], [0.146, -1.025, -2.317], [-0.474, 1.957, 1.846], [-1.022, 1.150, -1.643], [-1.584, -0.459, -1.231], [1.622, 0.550, -1.448], [0.626, 0.378, -0.429]]
}

Record 6
{
  "formula": "C5H9N",
  "method": "ωB97M-V with the def2-TZVPD basis set",
  "e_above_lowest_kj_mol": 52.2,
  "orbital_gap_ev": [4.27, 6.89],
  "mol_weight_da": 83.13,
  "total_charge": -1,
  "multiplicity": 2,
  "elements": ["C", "C", "C", "C", "N", "C", "H", "H", "H", "H", "H", "H", "H", "H", "H"],
  "positions_angstrom": [[-2.544, 0.977, 0.230], [-1.861, 0.103, -0.764], [-0.618, -0.568, -0.014], [0.726, -0.099, -0.144], [1.808, -0.631, 0.551], [3.014, -0.108, 0.324], [-2.525, 0.625, 1.276], [-3.577, 0.993, -0.020], [-2.099, 2.001, 0.074], [-1.355, 0.584, -1.625], [-2.416, -0.701, -1.073], [-0.695, -1.472, 0.581], [0.827, 0.660, -0.952], [3.808, -0.622, 0.700], [3.070, 0.523, -0.613]],
  "atomic_forces_ev_per_a": [[-0.002, 1.563, -0.226], [5.151, -0.703, 1.953], [1.709, 1.051, -1.055], [-1.119, -1.762, 0.759], [-2.467, 0.940, -0.921], [-2.269, 1.861, -2.251], [0.590, 0.214, -0.548], [-1.348, 0.611, -0.265], [-0.610, -0.789, 0.873], [-0.873, 0.196, 0.343], [-1.832, -1.784, -1.071], [-0.620, 0.060, 0.163], [0.590, 0.061, 0.495], [2.442, -1.154, 0.853], [0.658, -0.366, 0.897]]
}